Entry 1:
The following is a DFT calculation (wB97M-V/def2-TZVPD) of one molecule with the formula C5H5NS3.

Its total energy is -1442.7813 a.u. The value obtained for the lowest unoccupied orbital energy is 0.3 eV. The value obtained for the gap between HOMO and LUMO is 0.34093 Eh. The calculation puts the energy above the lowest of the compared OMol25 structures with the same formula, charge and spin at 0.718 eV.

Geometry (Å):
N  -0.08958  3.73874  3.54570
C  0.39509  3.07636  2.75849
C  1.16852  2.40123  1.74198
S  0.88392  3.18494  0.10051
C  0.54595  1.44389  0.78790
S  -1.25089  1.00476  0.87530
C  -1.08070  -0.43116  -0.27922
C  0.21622  -1.09089  -0.12941
S  1.55755  0.22483  0.11847
H  2.24563  2.39917  2.04052
H  -1.30800  -0.18506  -1.28558
H  -1.74032  -1.22076  -0.00838
H  0.21500  -1.64262  0.76569
H  0.48788  -1.61456  -0.97618

Forces on the atoms, in the same order (eV/Å):
N -0.799 0.646 1.080
C 0.642 -0.777 -0.749
C 0.342 0.989 0.113
S 0.077 -0.595 0.178
C -1.196 1.579 -0.110
S 1.140 -0.739 -0.210
C -0.625 0.815 0.601
C 1.810 2.638 1.494
S 0.136 -1.921 -0.811
H -0.984 -0.714 -0.454
H -0.074 0.700 -0.891
H -1.304 -0.201 0.484
H 0.218 -1.065 0.885
H 0.615 -1.355 -1.610

---

Entry 2:
The following is a DFT calculation (wB97M-V/def2-TZVPD) of a 2-piece molecular cluster, C38H37Cl2N2O overall.

Its total energy is -2575.0644 a.u. The value obtained for the lowest unoccupied orbital energy is -5.8 eV. Its net charge is +1. The value obtained for the gap between HOMO and LUMO is 0.16566 Eh.

Geometry (Å):
Cl  3.05356  1.01409  8.96833
C  3.08908  0.56756  7.31681
C  3.77964  1.37117  6.39803
C  3.80210  1.01637  5.05531
C  3.09993  -0.12298  4.57648
C  3.09025  -0.39813  3.16254
C  2.24630  -1.28361  2.50761
C  2.35493  -1.67604  1.15638
C  2.02903  -3.03124  0.78172
C  2.88854  -3.75732  -0.08446
C  2.70576  -5.11892  -0.28972
C  1.62106  -5.77539  0.32100
Cl  1.35692  -7.43873  0.02747
C  0.74546  -5.06987  1.16450
C  0.95188  -3.71471  1.39769
C  2.45572  -0.95064  5.53662
C  2.44238  -0.60069  6.88676
H  4.27863  2.26957  6.74244
H  4.33937  1.63539  4.33555
H  3.85570  0.10348  2.56016
H  1.46098  -1.76910  3.10351
H  3.02070  -1.15773  0.46825
H  3.77398  -3.26130  -0.48074
H  3.39634  -5.68968  -0.90094
H  -0.07669  -5.59543  1.64348
H  0.32328  -3.18823  2.11296
H  1.97986  -1.87838  5.21415
H  1.93251  -1.21615  7.61925
C  -0.34265  -1.72655  -3.66985
N  -0.96025  -0.66658  -2.91814
C  -1.79845  -0.91311  -1.84877
O  -1.95671  -1.99080  -1.27614
C  -2.38052  0.42107  -1.42617
C  -3.83749  0.58486  -1.90699
C  -4.85890  0.75046  -0.79863
C  -5.93019  1.64063  -0.96474
C  -6.85404  1.82681  0.06577
C  -6.72399  1.09582  1.25611
C  -5.68420  0.16871  1.40212
C  -4.76047  -0.01742  0.36713
N  -1.46833  1.34950  -2.09666
C  -0.43695  1.85989  -1.31685
C  0.42429  1.25151  -0.43688
C  1.45756  2.08563  0.15072
C  2.67754  1.51422  0.55872
C  3.73156  2.28111  1.04004
C  3.58369  3.67456  1.14288
C  2.38147  4.27233  0.73557
C  1.33720  3.49711  0.24629
C  -1.06860  0.70391  -3.35189
C  -2.14954  0.79210  -4.45904
C  -1.39010  0.61452  -5.77719
C  0.08557  0.97116  -5.49802
C  0.19598  1.29895  -4.00166
H  -0.34234  -2.63075  -3.04884
H  -0.87999  -1.92693  -4.61007
H  0.69511  -1.46565  -3.92044
H  -2.30514  0.55558  -0.34470
H  -3.90199  1.45854  -2.57045
H  -4.09833  -0.30874  -2.50744
H  -6.02236  2.17748  -1.91165
H  -7.66725  2.54273  -0.06419
H  -7.43105  1.25696  2.07016
H  -5.58183  -0.41008  2.32018
H  -3.96343  -0.75908  0.45157
H  -0.27240  2.91241  -1.54882
H  0.42045  0.17823  -0.22929
H  2.75449  0.44610  0.48283
H  4.66363  1.79553  1.33093
H  4.41117  4.27635  1.52390
H  2.26739  5.35602  0.79996
H  0.41613  3.98703  -0.06949
H  -2.93857  0.04130  -4.32527
H  -2.61317  1.78693  -4.39490
H  -1.48080  -0.42432  -6.12131
H  -1.81089  1.25332  -6.56412
H  0.74117  0.13122  -5.76086
H  0.39167  1.82391  -6.11756
H  0.15998  2.38705  -3.85835
H  1.11768  0.93512  -3.53065

Forces on the atoms, in the same order (eV/Å):
Cl -0.020 -0.059 -0.052
C 0.071 -0.094 -0.773
C -0.137 -0.198 -0.259
C -0.139 -0.168 -0.047
C 0.163 -0.123 0.472
C 0.005 0.076 -0.402
C -0.873 0.194 -0.241
C 1.544 -1.482 1.466
C -0.796 -0.101 -0.144
C -0.156 0.082 0.238
C -0.258 0.158 0.260
C 0.092 0.863 -0.024
Cl 0.046 0.025 0.037
C 0.107 0.324 -0.028
C 0.386 -0.585 0.042
C -0.064 0.398 0.163
C 0.058 -0.046 -0.482
H -0.011 -0.120 -0.046
H -0.147 -0.079 0.221
H -0.346 -0.012 0.255
H 0.548 0.018 -0.226
H -0.028 -0.183 0.276
H -0.284 -0.100 -0.161
H -0.091 0.113 0.046
H 0.147 0.115 -0.135
H -0.086 -0.153 -0.357
H 0.089 0.292 0.195
H 0.081 -0.006 -0.126
C 0.174 -0.245 -0.222
N -0.162 -1.211 1.054
C 0.788 -1.062 0.546
O 0.072 0.767 -0.734
C 0.316 0.019 -0.319
C -0.456 -0.217 -0.153
C -0.077 -0.179 -0.009
C 0.231 -0.212 0.320
C 0.200 -0.289 0.070
C 0.183 0.067 -0.202
C -0.011 0.143 -0.311
C -0.356 0.376 0.090
N -1.210 0.343 -0.098
C 1.787 -0.330 0.729
C -1.729 0.919 -1.469
C 1.100 0.971 0.525
C -0.609 0.570 -0.095
C -0.272 0.625 0.032
C 0.022 -0.419 -0.102
C 0.349 -0.219 0.079
C 0.113 -0.477 0.099
C -0.350 0.503 -0.275
C 0.002 0.577 0.038
C -0.208 -0.142 -0.312
C 0.266 -0.020 -0.306
C -0.227 0.012 0.150
H -0.075 0.228 -0.188
H 0.125 -0.068 0.276
H -0.239 -0.063 0.088
H -0.031 -0.104 -0.168
H 0.117 -0.312 0.202
H -0.081 0.401 0.217
H -0.001 -0.027 0.341
H 0.205 -0.245 0.100
H 0.175 -0.076 -0.221
H -0.117 0.145 -0.217
H -0.202 0.183 0.071
H 0.272 -0.215 0.167
H -0.200 0.261 -0.069
H 0.174 0.367 -0.121
H -0.110 0.216 -0.085
H -0.314 -0.124 -0.134
H 0.023 -0.339 -0.006
H 0.255 -0.138 0.265
H 0.252 0.246 -0.028
H 0.121 -0.230 -0.115
H 0.045 0.301 -0.026
H 0.080 -0.238 0.174
H -0.127 0.214 0.010
H 0.057 -0.236 0.225
H -0.017 -0.241 0.039
H -0.225 0.074 -0.090

---

Entry 3:
The following is a DFT calculation (wB97M-V/def2-TZVPD) of C20H40Cl20 as an isolated structure.

Its total energy is -9988.9504 a.u. The value obtained for the lowest unoccupied orbital energy is 0.2 eV. The value obtained for the gap between HOMO and LUMO is 0.32722 Eh. The calculation puts the energy above the lowest of the compared OMol25 structures with the same formula, charge and spin at 27.368 eV.

Geometry (Å):
Cl  -0.82718  -6.45264  1.50475
C  -0.43668  -4.87838  2.11266
C  -0.22885  -3.96681  0.91020
Cl  0.33103  -2.36907  1.43326
H  0.43806  -4.98165  2.75473
H  -1.26915  -4.50144  2.70680
H  -1.17438  -3.84806  0.38107
H  0.53230  -4.36334  0.23826
Cl  1.25813  2.62525  -3.68798
C  2.03191  1.20983  -4.39051
C  2.03738  0.11509  -3.32472
Cl  0.43360  -0.60761  -3.06876
H  3.03048  1.47838  -4.73524
H  1.48798  0.94759  -5.29797
H  2.38704  0.52891  -2.37889
H  2.71133  -0.65870  -3.69234
Cl  -2.41483  -1.61096  4.76932
C  -1.39273  -0.96233  3.49980
C  -0.19942  -0.14933  4.09005
Cl  0.88784  -1.09519  5.04308
H  -2.09602  -0.34056  2.94582
H  -0.99750  -1.76585  2.87831
H  -0.53937  0.64626  4.75305
H  0.34558  0.33685  3.28091
Cl  -1.26350  2.48010  -5.59272
C  -1.15506  1.00533  -4.55831
C  -2.46738  0.80617  -3.80965
Cl  -2.14315  -0.04444  -2.32507
H  -0.32465  1.19852  -3.87920
H  -0.79868  0.14656  -5.12718
H  -3.17243  0.20363  -4.38232
H  -2.94347  1.73430  -3.49341
Cl  -3.33334  3.13154  -1.12063
C  -3.54833  2.43646  0.49485
C  -2.87060  1.09090  0.59711
Cl  -2.96043  0.28550  2.12106
H  -4.60198  2.52984  0.75792
H  -2.97056  3.13411  1.10112
H  -1.79703  1.18665  0.43467
H  -3.26018  0.46008  -0.20189
Cl  4.48260  1.64322  1.41638
C  4.27657  1.37071  -0.34703
C  4.11989  2.71617  -1.11645
Cl  3.89293  2.40122  -2.89373
H  3.42864  0.68725  -0.39179
H  5.18224  0.93380  -0.76770
H  5.02455  3.29115  -0.91874
H  3.29722  3.34314  -0.77261
Cl  -2.56990  -1.83606  -0.06531
C  -2.92721  -2.14988  1.58433
C  -4.49429  -2.20436  1.76782
Cl  -4.90600  -2.05640  3.51580
H  -2.44840  -1.40884  2.22441
H  -2.35193  -3.04842  1.80740
H  -4.87732  -3.17851  1.46381
H  -5.12522  -1.46137  1.27999
Cl  4.78694  -2.10836  0.52603
C  3.13083  -2.76425  0.37944
C  2.33724  -1.60248  -0.21295
Cl  2.98504  -1.04402  -1.78646
H  2.66570  -2.90478  1.35515
H  3.06743  -3.70047  -0.17516
H  2.42256  -0.79852  0.51812
H  1.34906  -1.95821  -0.50460
Cl  -1.13540  3.87064  0.37145
C  0.34514  4.22171  1.25659
C  1.29330  3.05289  1.03577
Cl  2.74849  3.50522  2.00414
H  0.10793  4.23654  2.32036
H  0.71774  5.23366  1.09780
H  1.62795  2.91590  0.00751
H  0.87491  2.12749  1.43166
Cl  -0.08329  0.43674  2.01641
C  -0.16635  -0.35231  0.40592
C  0.00527  0.59903  -0.80736
Cl  1.68412  1.18649  -1.00189
H  -1.16986  -0.77166  0.33384
H  0.58023  -1.14506  0.35822
H  -0.60052  1.50222  -0.73415
H  -0.30434  0.09766  -1.72436

Forces on the atoms, in the same order (eV/Å):
Cl -0.437 -1.204 -0.341
C 0.265 0.884 0.188
C 0.409 -0.887 0.494
Cl -0.356 -5.961 3.643
H 0.004 0.257 -0.168
H 0.087 -0.139 0.134
H 0.284 0.047 -0.114
H -0.098 -0.063 0.005
Cl -0.731 1.429 -0.514
C -0.979 -0.645 -0.684
C 0.276 1.939 -5.429
Cl 2.925 -3.180 -3.319
H -0.160 -0.217 0.169
H -0.215 -0.036 0.023
H -0.594 0.364 -3.223
H -0.393 0.192 -0.956
Cl 0.962 -0.476 1.497
C 3.363 -1.067 3.900
C -2.170 0.006 4.480
Cl 0.925 -0.922 0.526
H 4.635 -1.901 3.911
H -0.130 0.370 1.129
H -0.470 -0.062 0.147
H 2.375 -0.851 6.890
Cl -0.365 -0.571 -0.194
C -0.175 1.006 -0.225
C -0.034 0.195 -1.145
Cl -2.582 -0.927 -0.059
H -1.189 0.560 -0.394
H -0.668 0.200 -0.378
H -0.002 0.172 0.008
H 0.229 0.040 -0.336
Cl -0.796 -0.383 -0.915
C 0.155 0.779 1.142
C -0.784 0.951 -2.181
Cl -7.392 8.549 -4.050
H 0.080 -0.579 -0.085
H -0.822 -0.269 0.378
H -0.679 0.430 -0.007
H -0.086 0.041 0.492
Cl 1.956 -1.848 -0.980
C 0.908 0.648 -0.192
C 0.151 -0.326 0.724
Cl 2.514 0.621 2.070
H 1.529 0.529 0.007
H -0.073 -0.337 0.341
H 0.056 -0.041 -0.472
H -0.024 -0.230 -0.229
Cl -1.871 -1.657 -2.066
C -1.233 -1.832 1.128
C 0.661 -0.994 0.746
Cl -1.177 -0.335 -0.889
H -0.917 -2.807 -1.654
H -1.061 -0.609 0.195
H 0.173 0.025 -0.077
H 0.812 0.251 -0.251
Cl 0.125 -0.807 0.408
C -0.312 0.913 0.066
C 2.104 -1.937 -1.273
Cl 2.842 -5.948 4.888
H 0.787 -0.278 0.171
H 0.403 0.233 -0.204
H -0.468 0.147 -0.231
H 0.730 0.208 -0.261
Cl 1.216 1.107 -0.280
C 0.185 -0.456 1.208
C 0.533 2.052 0.539
Cl -1.774 1.695 0.678
H -0.259 -0.144 0.046
H 0.150 -0.301 -0.789
H -0.476 0.817 0.862
H 0.515 0.854 -0.337
Cl -0.673 0.301 -11.629
C 0.295 4.916 -3.730
C -0.732 0.836 2.221
Cl -3.561 0.971 2.802
H 1.403 0.784 0.295
H -1.128 3.459 -0.904
H 0.299 0.122 0.040
H 0.726 1.327 2.574

---

Entry 4:
The following is a DFT calculation (wB97M-V/def2-TZVPD) of C5H10NO as an isolated structure.

Its total energy is -326.0984 a.u. The value obtained for the lowest unoccupied orbital energy is -3.6 eV. Its net charge is +1. The value obtained for the gap between HOMO and LUMO is 0.40060 Eh. The calculation puts the energy above the lowest of the compared OMol25 structures with the same formula, charge and spin at 4.992 eV.

Geometry (Å):
C  0.76527  -0.77305  0.48027
C  -0.47311  -1.58455  -1.82396
C  1.77311  0.31803  0.85373
C  0.63241  -1.03355  -2.28468
C  0.07445  -0.49793  -0.87835
N  -0.51867  0.87730  -0.78308
O  1.70893  1.47785  0.45678
H  1.49120  -1.59106  0.27483
H  0.14720  -0.97250  1.32956
H  -1.39640  -2.17107  -1.78724
H  -2.87258  1.51066  3.52613
H  2.30190  -0.01495  1.74184
H  -2.97040  2.04941  4.08707
H  1.21080  -1.12518  -3.12630
H  0.35164  1.50969  -0.67493
H  -0.96835  1.00564  0.16405
H  -1.25739  1.01524  -1.55571

Forces on the atoms, in the same order (eV/Å):
C 2.508 0.190 -2.973
C 0.281 2.115 1.457
C -2.652 1.205 0.675
C -4.071 -0.358 3.888
C 1.044 -2.100 -1.418
N -1.013 0.407 -0.190
O 0.781 -1.516 0.063
H -0.925 -0.220 0.464
H -0.533 -0.307 0.508
H 0.788 -0.078 -0.517
H -0.182 0.924 0.980
H 1.186 0.433 0.081
H 0.184 -0.929 -0.985
H 1.877 0.395 -1.535
H -1.093 -0.220 -0.602
H 0.114 -0.300 -1.282
H 1.705 0.359 1.388